# 1
Entry from the OMol25 dataset: 7 unconnected molecules or ions with the total composition C36H91N5O12 (ωB97M-V with the def2-TZVPD basis set).

Expectation value of S²: 0.75
Spin multiplicity: 2
Charge: +1
HOMO level (alpha / beta): -10.07 / -10.07 eV

The geometry in XYZ format:
```
144
Properties=species:S:1:pos:R:3:forces:R:3
C -0.1349 2.8838 1.7095 -0.54 -1.49 0.48
O 1.2534 2.9870 1.6249 1.55 0.20 -0.67
C 1.9569 2.2252 2.6248 0.37 -0.57 -0.56
C 3.5179 2.1568 2.4453 -0.51 1.79 -0.80
N 4.2779 3.3305 2.9130 0.19 -1.69 -0.22
C 3.7588 4.6126 2.5026 -0.48 1.05 -0.16
C 4.7720 5.7543 2.7037 -0.48 -1.25 0.39
O 5.7453 5.6458 1.6918 1.14 0.11 0.14
C 7.0402 6.1625 2.0530 -0.29 0.33 0.14
H -0.5440 3.4011 2.5773 -0.12 0.33 -0.20
H -0.3787 1.8274 1.8228 -0.23 -0.36 0.44
H -0.6683 3.0916 0.7819 0.45 0.89 -0.08
H 1.6856 1.1725 2.5456 -0.65 -0.23 -0.02
H 1.6106 2.5883 3.5924 0.43 0.02 0.34
H 3.7716 2.0683 1.3889 -0.52 0.02 -0.43
H 3.9347 1.2235 2.8238 -0.22 0.19 0.69
H 4.2974 3.2078 3.9153 0.19 0.75 0.24
H 2.8148 4.7927 3.0169 -0.13 0.60 0.25
H 3.4780 4.7002 1.4531 0.15 -0.84 -0.29
H 5.1359 5.5251 3.7053 0.76 0.54 0.18
H 4.2967 6.7351 2.6965 -0.11 0.08 0.02
H 7.8203 5.9311 1.3278 -0.50 -0.51 -0.28
H 7.3777 5.7957 3.0224 -0.16 -0.23 0.10
H 7.0530 7.2513 2.1027 -0.36 0.22 0.11
C -7.0655 -3.9097 -2.9146 0.39 -0.58 -0.02
O -5.6806 -3.9544 -2.6085 0.12 2.02 1.20
C -5.2617 -2.6649 -2.0369 -0.54 -0.65 -0.50
C -3.8142 -2.6763 -1.6805 0.72 -1.27 0.55
N -3.5228 -3.1873 -0.3383 -0.58 -0.26 0.97
C -3.8408 -4.6220 -0.1375 0.19 0.37 -0.48
C -3.5372 -5.1981 1.2421 -0.58 0.63 -0.39
O -2.2132 -5.6948 1.3891 0.35 0.82 1.27
C -1.8054 -5.8895 2.7824 -0.32 -0.03 -1.05
H -7.2226 -4.8118 -3.5059 -0.33 0.36 -0.35
H -7.3098 -2.9694 -3.4089 -0.12 -0.14 -0.49
H -7.7285 -3.9854 -2.0527 0.18 0.03 0.46
H -5.8219 -2.3408 -1.1598 -0.40 -0.64 0.40
H -5.4706 -1.8541 -2.7349 0.05 -0.12 -0.66
H -3.4113 -1.6668 -1.7617 0.05 -0.10 -0.04
H -3.2950 -3.3702 -2.3416 0.09 0.32 -0.93
H -2.5423 -3.0293 -0.1550 -0.05 0.00 -0.11
H -3.3487 -5.2594 -0.8721 0.15 -0.15 -0.37
H -4.9114 -4.7340 -0.3091 -0.01 -0.07 0.04
H -4.2853 -5.9780 1.3841 0.17 -0.42 0.30
H -3.7966 -4.3830 1.9177 0.35 0.03 0.63
H -2.4978 -6.5793 3.2650 0.25 -0.36 -0.01
H -1.7744 -5.0122 3.4286 -0.46 0.70 -0.42
H -0.7648 -6.2137 2.7732 -0.25 -0.54 -0.19
C -4.9255 1.5719 -1.7902 -1.36 -1.07 1.01
O -4.7784 1.2271 -0.4098 0.59 -0.12 1.31
C -5.8830 0.5867 0.2846 -0.63 -0.58 -1.11
C -5.5661 -0.1270 1.6029 1.08 1.32 -1.14
N -5.1207 0.9506 2.5241 -0.32 -1.35 0.33
C -4.8409 0.3863 3.8386 1.14 0.08 1.00
C -3.7784 1.1843 4.6513 0.12 -0.14 -0.39
O -2.5199 1.4240 3.9596 -0.06 0.04 1.09
C -1.5667 1.9621 4.9217 -1.04 -0.29 -0.55
H -4.0482 2.0953 -2.1702 -0.17 0.23 0.45
H -5.8723 2.1051 -1.8764 0.23 0.60 -0.43
H -5.0560 0.6669 -2.3835 0.11 -0.29 -0.18
H -6.3009 -0.1438 -0.4082 -0.16 -0.22 -0.15
H -6.6983 1.2506 0.5720 0.14 0.72 -0.48
H -4.7589 -0.8381 1.4268 0.14 -0.40 0.11
H -6.4412 -0.7004 1.9089 -0.13 0.39 0.23
H -4.2246 1.1588 2.1073 0.33 0.67 0.19
H -4.5914 -0.6742 3.8065 0.88 -0.29 -0.45
H -5.7004 0.2748 4.4996 -0.54 0.86 -0.15
H -3.5298 0.6758 5.5828 -0.20 -0.48 0.04
H -4.1899 2.1391 4.9788 -0.13 0.31 -0.30
H -0.6547 2.2296 4.3880 -0.22 0.03 0.10
H -1.3359 1.2746 5.7354 0.07 -0.56 -0.20
H -2.0196 2.8057 5.4426 0.13 0.47 -0.28
C 2.7753 -2.7391 -1.8106 -0.23 0.36 0.87
O 1.9156 -2.3971 -2.8463 1.20 0.07 -2.06
C 0.8111 -1.6216 -2.4748 -0.23 -0.87 -0.09
C 0.2935 -0.8673 -3.6852 0.19 0.55 1.66
N 1.2544 0.2196 -3.9788 -0.61 -0.20 -0.73
C 0.8073 1.0139 -5.1680 1.26 -0.02 0.82
C 1.8994 1.8973 -5.8002 -0.75 -0.74 -1.49
O 2.9291 1.1433 -6.4818 -0.61 0.19 1.40
C 3.9562 1.9440 -7.0052 0.71 -0.02 -0.59
H 2.2276 -3.3521 -1.0948 0.18 0.01 0.44
H 3.0976 -1.7946 -1.3723 0.22 0.04 0.74
H 3.6888 -3.2625 -2.0929 -0.39 -0.11 -0.66
H 1.0823 -0.8784 -1.7250 0.05 0.04 0.49
H 0.1294 -2.3775 -2.0849 -0.78 0.68 0.32
H -0.6015 -0.3461 -3.3453 -0.47 -0.32 -0.32
H 0.0856 -1.5995 -4.4654 0.07 0.38 -0.47
H 2.1277 -0.2738 -4.0965 0.42 0.16 -0.83
H 0.0094 1.6835 -4.8470 0.18 0.23 0.31
H 0.2971 0.4161 -5.9232 0.52 -0.45 -0.22
H 2.2999 2.7073 -5.1906 0.19 -0.25 0.48
H 1.2962 2.3821 -6.5677 0.18 0.55 -0.31
H 3.6274 2.5769 -7.8295 -0.27 0.14 -0.01
H 4.7437 1.3044 -7.4035 -0.29 -0.35 -0.09
H 4.5006 2.5649 -6.2937 -0.41 0.23 0.56
C 6.3121 -1.4766 -2.5112 -0.06 0.11 1.27
O 5.7692 -0.3686 -1.7208 -0.23 0.39 -2.41
C 4.9631 0.4794 -2.5802 -0.48 -0.95 1.30
C 4.0239 1.2072 -1.6189 2.00 0.18 -1.15
N 3.0891 2.1171 -2.3133 -0.30 -2.26 3.57
C 2.2924 2.7728 -1.3497 -0.04 2.15 -0.14
C 1.4350 3.8546 -2.0013 -1.22 0.53 0.02
O 0.4162 3.3946 -2.8957 1.07 -0.05 -0.36
C -0.6945 2.7183 -2.3273 0.31 0.14 0.60
H 7.0199 -1.9236 -1.8131 -0.12 -0.32 -0.27
H 6.8388 -1.2503 -3.4383 0.01 0.80 0.11
H 5.5130 -2.1654 -2.7851 -0.07 -0.08 0.21
H 4.3009 -0.1493 -3.1755 0.23 -0.20 -0.56
H 5.5359 1.1564 -3.2140 0.20 -0.05 0.06
H 4.6458 1.6722 -0.8540 -0.21 0.83 -0.14
H 3.5225 0.4387 -1.0306 -0.88 -0.06 -0.22
H 2.4220 1.6438 -2.9058 -0.38 -0.69 -2.14
H 2.9305 3.2257 -0.5909 -0.15 -0.08 0.15
H 1.5741 2.1230 -0.8497 0.10 -0.72 0.10
H 2.1046 4.5477 -2.5107 -0.31 -0.09 -0.46
H 0.9799 4.4239 -1.1908 -0.07 0.02 0.24
H -1.3486 3.4220 -1.8126 -0.01 0.06 0.19
H -0.3483 1.9521 -1.6336 -0.07 -0.13 0.26
H -1.2956 2.1977 -3.0728 0.36 0.26 -0.37
C 1.5884 -2.7125 4.4987 -0.63 0.98 -0.32
C 1.3742 -3.8039 3.4802 -0.29 1.99 0.56
C 1.9594 -3.4079 2.1595 0.25 -0.68 -0.33
O 1.9659 -4.9444 3.9596 0.46 -1.99 -0.22
H 2.6511 -2.4900 4.5954 0.02 -0.16 0.39
H 1.0675 -2.9321 5.4306 0.43 -0.19 0.27
H 1.1067 -1.7993 4.1491 0.02 0.24 -0.09
H 0.2990 -3.8664 3.3125 -0.42 -0.66 0.23
H 1.7417 -4.2083 1.4523 0.12 0.06 -0.25
H 3.0408 -3.3350 2.2749 0.06 0.27 -0.22
H 1.4991 -2.4872 1.8012 0.18 0.07 -0.05
H 2.0895 -4.9198 4.9113 -0.17 0.12 -0.02
C -1.7758 -0.2432 -0.1945 0.14 1.05 0.90
C -0.9126 -1.0415 0.7719 -0.45 -1.06 0.42
C -1.3884 -1.2272 2.2294 -0.14 2.14 -0.41
O -0.8825 -2.3632 0.2620 0.77 -0.60 -0.54
H -1.4809 -0.4262 -1.2277 -0.23 -0.50 0.04
H -1.5694 0.8199 -0.0704 -0.04 0.24 0.27
H -2.8439 -0.3397 0.0003 0.05 -0.35 -0.35
H 0.0889 -0.6121 0.7439 0.43 -0.02 0.14
H -1.1524 -0.2974 2.7469 -0.33 0.06 0.36
H -0.9072 -2.0125 2.8124 0.19 -0.23 -0.46
H -2.4711 -1.3528 2.2410 -0.01 -0.14 0.08
H -0.8928 -2.9260 1.0396 0.18 -0.51 -0.19
```
Positions in Å, forces in eV/Å.

---

# 2
Entry from the OMol25 dataset: 2 unconnected molecules or ions with the total composition C14H16 (ωB97M-V with the def2-TZVPD basis set).

Structure (SMILES): Cc1ccccc1.Cc1ccccc1
Charge: 0
HOMO level: -8.87 eV

The geometry in XYZ format:
```
30
Properties=species:S:1:pos:R:3:forces:R:3
C 0.9797 0.6092 -3.5457 0.10 -0.12 -1.52
C 2.1466 -1.7370 -0.8177 -0.19 -0.19 -0.65
C 2.1705 -0.7426 -1.7805 -1.91 0.95 -0.80
C 0.9767 -2.4808 -0.6301 -0.06 -1.27 0.79
C 1.0044 -0.5340 -2.5945 1.98 -0.50 2.41
C -0.1489 -2.3609 -1.4171 0.58 1.52 -0.58
C -0.0991 -1.3364 -2.3481 0.00 0.72 -2.33
H 3.0697 -2.0334 -0.3476 -0.04 0.22 0.66
H 2.8987 0.0637 -1.8671 0.56 -0.77 0.06
H 0.8910 -3.2326 0.1556 0.57 0.09 -0.11
H -1.0325 -2.9635 -1.3514 -0.14 -0.29 0.38
H 1.7191 1.3898 -3.2978 -0.19 -0.47 -0.20
H 0.0035 1.0595 -3.4868 -0.43 0.41 -0.11
H -0.8133 -1.0983 -3.1386 -0.91 -0.67 0.67
H 1.1032 0.2844 -4.6351 0.06 0.41 1.40
C -1.3109 1.8546 0.0469 -0.47 -0.43 -0.19
C -2.2320 1.0241 2.2714 2.12 -0.65 0.76
C -1.0838 1.3225 1.4553 -1.71 1.97 -0.35
C -1.9934 0.3207 3.4375 -0.15 0.34 0.47
C -0.6912 -0.0081 3.8154 1.09 -0.15 0.33
C 0.1927 1.3058 1.9600 -0.02 -2.03 2.49
C 0.3984 0.5307 3.1869 -0.41 1.47 -2.79
H -3.2117 1.4263 2.1123 -0.34 -0.12 -0.75
H -2.7532 0.1092 4.1882 -0.25 -0.08 -0.52
H -2.2107 1.4113 -0.3915 -0.03 -0.21 0.25
H -0.4923 1.3723 -0.5115 -0.11 1.09 -0.40
H -0.4473 -0.6440 4.6522 -0.52 -0.08 0.33
H 1.0580 1.7874 1.5176 -0.25 -0.25 -0.47
H 1.4258 0.3516 3.4486 0.09 -0.12 0.53
H -1.5178 2.9485 -0.0868 0.99 -0.79 0.25
```
Positions in Å, forces in eV/Å.

---

# 3
Entry from the OMol25 dataset: C20H25F2N3OS in the gas phase (ωB97M-V with the def2-TZVPD basis set).

Structure (SMILES): Cc1ncc(CN2CCC[C@@H](CCC(=O)NCc3ccc(F)c(F)c3)C2)s1
Charge: 0
HOMO level: -8.91 eV

The geometry in XYZ format:
```
52
Properties=species:S:1:pos:R:3:forces:R:3
C 2.1339 3.4297 -1.3767 0.15 0.20 -0.11
C 1.5842 2.3865 -0.4838 0.55 -0.64 0.04
N 0.4436 2.4291 0.0970 -0.36 0.88 -0.33
C 0.2206 1.3537 0.8919 0.40 -0.64 0.31
C 1.2182 0.4297 0.9358 0.18 0.18 -0.20
S 2.5188 0.9456 -0.0910 -0.60 0.38 0.24
C 1.2830 -0.8781 1.6555 0.06 -0.14 -0.02
N 0.2479 -0.9893 2.6604 0.03 -0.07 -0.13
C 0.6026 -0.2428 3.8622 0.05 0.27 0.18
C -0.2674 -0.6443 5.0561 -0.13 0.09 -0.11
C -1.6188 -1.1414 4.5630 0.20 -0.17 0.13
C -1.4252 -2.4299 3.7534 -0.16 0.02 -0.06
C -0.0994 -2.3658 2.9736 -0.03 -0.19 0.12
H 0.7020 -2.8515 3.5564 0.01 -0.03 -0.07
H -0.2067 -2.9229 2.0410 0.12 -0.03 0.00
C -2.6361 -2.7166 2.8558 0.15 0.02 0.09
C -2.7812 -1.7595 1.6687 -0.06 -0.34 0.09
C -2.0936 -2.2875 0.4214 -0.09 0.53 0.14
O -2.2460 -3.4148 -0.0019 -0.06 -0.43 -0.04
N -1.3397 -1.3662 -0.2207 0.22 0.16 -0.22
H -1.1032 -0.5010 0.2401 -0.08 -0.07 0.08
C -0.6414 -1.6533 -1.4538 -0.12 -0.34 -0.02
C -0.4222 -0.3934 -2.2407 0.07 0.17 -0.01
C 0.7855 -0.1693 -2.8873 -0.15 0.15 -0.09
C 0.9865 1.0051 -3.5874 -0.14 0.04 -0.02
C -0.0085 1.9713 -3.6408 0.01 -0.11 0.02
C -1.2150 1.7545 -3.0009 0.20 0.00 -0.14
C -1.4169 0.5758 -2.3090 0.05 -0.04 -0.08
H -2.3589 0.4039 -1.8123 -0.10 0.01 0.07
H -1.9776 2.5145 -3.0499 -0.07 0.11 -0.02
F 0.1988 3.1217 -4.3050 0.11 -0.12 0.03
F 2.1670 1.2145 -4.1981 -0.12 0.10 0.03
H 1.5827 -0.8955 -2.8524 0.12 -0.06 0.02
H 0.3223 -2.1440 -1.2611 -0.09 0.00 -0.06
H -1.2607 -2.3647 -2.0131 0.16 0.05 0.07
H -3.8397 -1.6704 1.4128 0.04 0.06 -0.06
H -2.3998 -0.7714 1.9167 -0.06 0.10 -0.02
H -3.5313 -2.6647 3.4791 -0.03 -0.04 -0.01
H -2.5674 -3.7323 2.4600 -0.10 -0.01 0.02
H -1.3494 -3.2648 4.4588 0.02 0.06 0.00
H -2.2863 -1.3313 5.4048 -0.08 0.02 -0.04
H -2.0720 -0.3670 3.9444 -0.12 0.05 -0.03
H 0.2172 -1.4400 5.6254 0.02 0.00 0.06
H -0.3887 0.2114 5.7213 0.08 -0.03 0.05
H 1.6667 -0.3942 4.1193 -0.06 0.02 -0.08
H 0.4690 0.8196 3.6374 0.09 -0.03 0.10
H 1.1512 -1.6833 0.9246 0.00 0.01 0.07
H 2.2970 -0.9994 2.0836 -0.15 -0.08 -0.01
H -0.6957 1.3130 1.4528 -0.17 -0.15 0.19
H 2.6599 2.9854 -2.2186 0.02 0.04 -0.12
H 1.3264 4.0623 -1.7360 -0.02 0.00 -0.04
H 2.8440 4.0511 -0.8299 0.03 0.05 -0.01
```
Positions in Å, forces in eV/Å.

---

# 4
Entry from the OMol25 dataset: 5 unconnected molecules or ions with the total composition C33H25ClO18 (ωB97M-V with the def2-TZVPD basis set).

Structure (SMILES): O=C1C=CC(=O)C(CCCCl)=C1.O=C1C=C(O)C(=O)C=C1O.O=C1C=C(O)C(=O)C=C1O.O=C1C=C(O)C(=O)C=C1O.O=C1C=C(O)C(=O)C=C1O
Charge: 0
HOMO level: -9.76 eV

The geometry in XYZ format:
```
77
Properties=species:S:1:pos:R:3:forces:R:3
O -8.3751 -4.0079 0.6139 0.17 0.42 0.05
C -7.4317 -3.5640 1.2321 -0.23 -0.22 -0.41
C -7.5683 -2.9465 2.5795 0.16 0.08 0.32
C -6.6333 -3.1996 3.4898 -0.12 0.05 -0.36
C -5.5086 -4.0835 3.0768 -0.01 -0.25 0.31
O -5.0028 -4.9068 3.8095 0.09 0.46 -0.09
C -5.0815 -3.9029 1.6588 0.06 -0.14 -0.53
C -3.6212 -3.9946 1.3229 0.14 0.45 0.50
C -3.1105 -2.6084 0.9221 -0.64 -0.01 -0.38
C -3.1569 -1.6384 2.0830 0.52 -0.17 0.08
Cl -3.5640 0.0160 1.5509 -0.15 -0.07 0.19
C -6.0282 -3.6507 0.7531 0.19 -0.02 0.58
H -8.4177 -2.3160 2.7741 -0.34 -0.05 0.05
H -6.6464 -2.7920 4.4843 -0.09 -0.13 0.34
H -3.0849 -4.2966 2.2155 0.14 -0.42 0.11
H -3.4366 -4.7120 0.5378 0.05 -0.24 -0.22
H -3.7615 -2.2253 0.1450 -0.12 0.06 -0.29
H -2.1220 -2.6593 0.4877 0.36 -0.01 0.03
H -3.8867 -1.8990 2.8350 -0.36 -0.07 0.06
H -2.1901 -1.6006 2.5649 0.03 0.18 0.10
H -5.7928 -3.5061 -0.2870 -0.15 -0.20 -0.33
C 0.7008 2.7182 -1.1186 -0.06 -0.21 0.19
C 0.5868 3.8042 -1.8916 0.29 -0.23 0.06
C -0.7077 4.5567 -2.0225 -0.48 -0.05 0.17
O -0.7181 5.5435 -2.7329 0.20 0.04 -0.11
C -1.8663 4.0607 -1.2973 0.09 0.13 -0.13
C -1.7522 2.9685 -0.5270 -0.28 0.19 0.03
C -0.4488 2.2332 -0.3879 0.32 0.02 -0.33
O -0.4250 1.2396 0.3213 -0.05 -0.03 0.08
O -2.7536 2.4488 0.1651 0.38 0.09 -0.03
O 1.6046 4.2895 -2.5943 -0.19 0.22 -0.07
H 1.6266 2.1758 -1.0204 0.07 0.05 -0.04
H -2.7968 4.5988 -1.4062 -0.02 -0.01 0.02
H -2.3797 1.6728 0.6380 -0.23 0.01 -0.13
H 1.2662 5.0770 -3.0626 -0.08 0.04 0.02
C 7.1626 1.8982 -3.1086 -0.06 -0.13 0.12
C 7.0901 2.9785 -3.8979 0.26 -0.21 0.07
C 5.8189 3.7672 -4.0514 -0.41 -0.08 0.19
O 5.8399 4.7448 -4.7737 0.19 0.03 -0.11
C 4.6386 3.3162 -3.3321 0.14 0.14 -0.19
C 4.7136 2.2365 -2.5468 -0.32 0.26 -0.07
C 5.9862 1.4605 -2.3740 0.44 0.00 -0.17
O 5.9685 0.4987 -1.6296 -0.20 -0.06 0.08
O 3.6676 1.7756 -1.8640 0.25 -0.26 0.07
O 8.1211 3.4345 -4.5972 -0.10 0.07 -0.02
H 8.0715 1.3257 -2.9904 0.02 0.02 -0.01
H 3.7247 3.8721 -3.4559 -0.07 0.02 0.03
H 3.9817 0.9877 -1.3780 0.01 -0.06 0.01
H 7.7974 4.2218 -5.0735 -0.02 0.07 -0.04
C 0.6164 -0.7843 5.1672 -0.10 -0.05 -0.23
C 1.0861 -0.0956 6.2154 0.01 -0.34 0.00
C 1.0286 1.4055 6.2716 -0.16 0.40 -0.30
O 1.4603 1.9500 7.2698 0.09 -0.15 0.15
C 0.4666 2.1166 5.1374 0.09 0.02 0.20
C 0.0026 1.4304 4.0831 0.00 0.35 0.02
C 0.0357 -0.0744 4.0400 0.18 -0.30 0.42
O -0.4344 -0.6288 3.0642 0.11 0.18 -0.13
O -0.5186 2.0150 3.0155 -0.01 -0.30 0.07
O 1.6286 -0.6742 7.2778 -0.02 0.12 -0.01
H 0.6482 -1.8635 5.1208 0.01 -0.01 0.03
H 0.4434 3.1960 5.1819 -0.02 0.00 -0.03
H -0.7476 1.2959 2.3900 0.02 0.06 -0.15
H 1.8762 0.0509 7.8821 0.02 0.06 0.06
C 2.7913 -2.3354 -2.7223 0.12 -0.12 -0.11
C 1.8564 -1.5261 -2.2085 0.28 -0.07 0.11
C 0.5902 -1.1988 -2.9502 -0.20 -0.10 -0.45
O -0.2120 -0.4638 -2.4060 0.07 0.09 0.17
C 0.3980 -1.7709 -4.2720 -0.11 0.12 0.13
C 1.3329 -2.5799 -4.7875 -0.29 0.10 -0.13
C 2.5895 -2.9234 -4.0369 0.20 0.12 0.44
O 3.3794 -3.6771 -4.5709 -0.05 -0.07 -0.21
O 1.2272 -3.1368 -5.9861 0.10 -0.04 0.05
O 1.9708 -0.9497 -1.0183 -0.14 0.16 -0.04
H 3.7050 -2.5756 -2.1969 0.00 0.01 0.02
H -0.5086 -1.5186 -4.8033 0.00 -0.02 -0.02
H 2.0337 -3.6724 -6.1073 0.06 -0.05 -0.02
H 1.1554 -0.4222 -0.8907 -0.08 0.03 0.16
```
Positions in Å, forces in eV/Å.

---

Record order is preserved below.
Energy relative to the best compared isomer or geometry (same formula, charge and spin): 0.0 142.8 6.2 0.0 kJ/mol
Record order is preserved below.
Electronic energy: -70811.043 -14776.286 -43934.679 -84000.962 eV